(1)
C14H20N2O4S as an isolated structure at a distorted geometry, computed with ωB97M-V with the def2-TZVPD basis set.

## Properties
E_LUMO ... 0.5702 eV
Relative energy (zero: lowest compared OMol25 entry of this formula, charge and spin) ... 15.573 eV
Orbital gap ... 9.24 eV
Highest occupied orbital energy ... -8.67 eV

Geometry as ORCA input:
```
! RIJCOSX wB97M-V def2-TZVPD def2/J DEFGRID3
* xyz 0 1
C 5.772 -2.404 0.779
H 5.622 -2.954 -0.230
O 5.043 -1.172 0.497
C 3.865 -1.064 0.204
C 3.134 -2.071 -0.076
C 1.810 -1.988 -0.170
C 1.320 -0.685 -0.214
C 2.035 0.295 -0.335
C 3.393 0.100 -0.008
H 4.003 1.066 0.189
H 1.578 1.142 -0.261
N -0.130 -0.793 -0.798
S -1.199 -1.410 0.038
O -1.240 -2.992 -0.204
O -2.535 -0.937 -0.151
C -0.718 -1.455 2.028
H 0.204 -1.820 2.052
H -1.518 -1.898 2.552
H -0.839 -0.450 2.078
C -0.726 0.547 -1.089
H -1.537 0.290 -1.910
C -1.126 1.377 0.100
O -0.766 1.298 1.118
N -2.054 2.382 -0.197
C -2.844 2.429 -1.872
C -3.695 3.879 -1.453
H -4.411 4.021 -2.082
C -4.055 3.678 0.030
C -2.550 3.298 0.771
H -2.771 2.783 1.641
H -2.006 4.029 0.815
H -4.192 4.754 0.333
H -4.784 3.061 0.255
H -2.936 4.839 -1.686
H -1.994 2.747 -2.466
H -3.547 1.583 -1.787
H 0.002 1.080 -2.012
H 1.053 -2.881 -0.082
H 3.420 -3.268 0.227
H 5.396 -3.148 1.648
H 6.833 -2.121 1.066
*
```

***

(2)
An isolated ion of composition C4H10ClN4 and charge +1 at a distorted geometry, computed with ωB97M-V with the def2-TZVPD basis set.

## Properties
E_LUMO ... -3.9524 eV
Relative energy (zero: lowest compared OMol25 entry of this formula, charge and spin) ... 3.051 eV
Orbital gap ... 9.83 eV
SMILES ... C[C@@H]1N=N[C@@H](Cl)N(C)[NH2+]1
Highest occupied orbital energy ... -13.78 eV

Geometry as ORCA input:
```
! RIJCOSX wB97M-V def2-TZVPD def2/J DEFGRID3
* xyz 1 1
C -1.502 -0.332 -0.132
C 0.787 -2.091 -0.231
C -2.178 0.460 0.972
C 2.216 -0.187 -1.034
N -1.529 -1.789 0.228
N -0.532 -2.485 0.274
N 0.864 -0.749 -0.800
N -0.112 0.216 -0.184
Cl 0.932 -3.188 -1.727
H -1.980 -0.203 -1.081
H 1.456 -2.483 0.470
H -1.561 0.541 1.855
H -3.050 0.053 1.166
H -2.050 1.438 0.437
H 2.030 0.865 -1.005
H 2.984 -0.526 -0.445
H 2.504 -0.411 -2.107
H -0.046 0.977 -0.830
H 0.204 0.493 0.727
*
```

***

(3)
An isolated ion of composition C4H7N2O2S and charge +1 at a distorted geometry, computed with ωB97M-V with the def2-TZVPD basis set.

## Properties
E_LUMO (alpha / beta) ... -5.5275 / -5.5300 eV
Relative energy (zero: lowest compared OMol25 entry of this formula, charge and spin) ... 5.217 eV
Orbital gap (alpha / beta) ... 8.21 / 8.21 eV
SMILES ... Cc1c(C)[n+](=O)sn1O
Highest occupied orbital energy (alpha / beta) ... -13.74 / -13.74 eV

Geometry as ORCA input:
```
! RIJCOSX wB97M-V def2-TZVPD def2/J DEFGRID3
* xyz 1 1
C -0.136 -0.483 0.070
C 0.223 0.887 -0.073
C -1.370 -1.204 -0.004
C -0.660 2.038 -0.091
N 1.026 -1.214 0.122
N 1.549 1.062 -0.131
O 2.121 2.155 -0.085
O 1.003 -2.538 -0.101
S 2.496 -0.404 0.013
H -1.452 -1.771 -0.971
H -2.164 -0.638 0.275
H -1.506 -2.140 0.737
H -0.614 2.800 0.747
H -1.689 1.763 -0.180
H -0.369 2.832 -0.757
H 1.543 -3.145 0.427
*
```

***

(4)
An isolated ion of composition C6H11N2O2S and charge +1 at a distorted geometry, computed with ωB97M-V with the def2-TZVPD basis set.

## Properties
E_LUMO ... -4.5605 eV
Relative energy (zero: lowest compared OMol25 entry of this formula, charge and spin) ... 1.045 eV
Orbital gap ... 8.86 eV
Highest occupied orbital energy ... -13.43 eV

Geometry as ORCA input:
```
! RIJCOSX wB97M-V def2-TZVPD def2/J DEFGRID3
* xyz 1 1
C 1.997 0.696 1.557
C 2.199 1.546 0.561
C -0.038 -0.693 -0.516
C 1.392 -1.103 0.099
C -2.936 0.675 0.976
C -1.899 0.674 -0.163
N 1.816 -0.697 1.289
N 1.848 1.057 -0.663
O -0.485 -1.358 -1.409
O -0.605 0.265 0.225
S 2.190 -2.437 -0.636
H 2.067 0.797 2.617
H 2.816 2.428 0.688
H -3.501 1.524 0.922
H -3.403 -0.274 1.027
H -2.421 0.657 1.958
H -1.994 1.679 -0.637
H -2.206 0.135 -1.052
H 2.515 -1.283 1.648
H 0.855 1.218 -0.828
H 2.533 1.326 -1.462
H 1.122 -2.614 -1.613
*
```

***

> Which of these has the lowest relative energy (zero: lowest compared OMol25 entry of this formula, charge and spin)?

C6H11N2O2S

***

> Among the records above, which one has the highest relative energy (zero: lowest compared OMol25 entry of this formula, charge and spin)?

C14H20N2O4S

***

Please write out number 2 again, unchanged.
An isolated ion of composition C4H10ClN4 and charge +1 at a distorted geometry, computed with ωB97M-V with the def2-TZVPD basis set.

## Properties
E_LUMO ... -3.9524 eV
Relative energy (zero: lowest compared OMol25 entry of this formula, charge and spin) ... 3.051 eV
Orbital gap ... 9.83 eV
SMILES ... C[C@@H]1N=N[C@@H](Cl)N(C)[NH2+]1
Highest occupied orbital energy ... -13.78 eV

Geometry as ORCA input:
```
! RIJCOSX wB97M-V def2-TZVPD def2/J DEFGRID3
* xyz 1 1
C -1.502 -0.332 -0.132
C 0.787 -2.091 -0.231
C -2.178 0.460 0.972
C 2.216 -0.187 -1.034
N -1.529 -1.789 0.228
N -0.532 -2.485 0.274
N 0.864 -0.749 -0.800
N -0.112 0.216 -0.184
Cl 0.932 -3.188 -1.727
H -1.980 -0.203 -1.081
H 1.456 -2.483 0.470
H -1.561 0.541 1.855
H -3.050 0.053 1.166
H -2.050 1.438 0.437
H 2.030 0.865 -1.005
H 2.984 -0.526 -0.445
H 2.504 -0.411 -2.107
H -0.046 0.977 -0.830
H 0.204 0.493 0.727
*
```